{
  "formula": "C5H12O",
  "method": "ωB97M-V with the def2-TZVPD basis set",
  "symbols": ["C", "C", "C", "C", "O", "C", "H", "H", "H", "H", "H", "H", "H", "H", "H", "H", "H", "H"],
  "positions_angstrom": [[0.46246, -0.73493, 1.84923], [0.84448, -0.27669, 0.45252], [0.44471, -1.13553, -0.73042], [-0.15746, -0.20495, -1.78892], [-1.14002, 0.68972, -1.23824], [-1.09010, 1.66876, -0.05836], [-0.57379, -1.10099, 1.87109], [0.51320, 0.11401, 2.54530], [1.11676, -1.52522, 2.22138], [1.86254, 0.10895, 0.37845], [0.24800, 0.58870, 0.28556], [1.29317, -1.67328, -1.16187], [-0.31926, -1.86625, -0.43308], [0.64158, 0.31410, -2.35159], [-0.66876, -0.85121, -2.52744], [-2.13161, 1.62043, 0.20971], [-0.75582, 2.61040, -0.47640], [-0.59007, 1.65397, 0.95308]],
  "forces_ev_per_angstrom": [[0.122, -0.113, 0.080], [0.202, 0.064, 0.049], [0.086, -0.116, -0.054], [0.328, -0.166, 0.360], [-0.004, 0.221, 1.033], [-0.690, 0.177, -0.882], [0.233, 0.023, -0.062], [0.085, -0.225, -0.034], [-0.084, -0.015, 0.097], [0.272, -0.425, 0.129], [0.917, -0.301, 0.256], [-0.128, -0.155, -0.020], [0.159, 0.088, -0.038], [-0.244, 0.190, 0.394], [-0.202, 0.679, 0.310], [-0.475, 0.602, -0.214], [-0.352, 0.279, -0.227], [-0.224, -0.806, -1.177]],
  "spin_multiplicity": 1,
  "homo_energy_ev": -9.68,
  "max_force_ev_per_a": 1.44,
  "homo_lumo_gap_ev": 10.7,
  "energy_ha": -272.84618
}